(1)
Density functional theory data (wB97M-V/def2-TZVPD) for a structure of composition C5H8O.

Its HOMO energy is -9.16 eV. The energy above the lowest of the compared OMol25 structures with the same formula, charge and spin comes out at 4.961 eV.

Geometry as ORCA input:
```
! wB97M-V def2-TZVPD RIJCOSX def2/J DEFGRID3
* xyz 0 1
H -2.35252 -0.22146 -1.27765
H 0.15959 0.28382 -0.55356
O -1.53679 0.30043 0.54640
C 2.11558 -0.48276 0.25090
C -2.22361 0.65925 -0.64634
H 1.08716 -2.21459 -0.39857
H 1.21998 -2.03414 1.36707
H 0.27860 0.37604 1.31520
H -3.20884 1.04416 -0.35874
H 2.83108 1.66225 0.00930
C 2.44798 0.67696 0.12839
C -0.18739 -0.01904 0.42370
C 1.08718 -1.48121 0.42306
H -1.71799 1.45029 -1.22915
*
```

Löwdin atomic charge list, values in e, 6 entries: atom 1 (H): 0.09, atom 2 (H): 0.07, atom 3 (O): -0.18, atom 4 (C): -0.24, atom 5 (C): -0.10, atom 6 (H): 0.08

---

(2)
Density functional theory data (wB97M-V/def2-TZVPD) for an isolated molecule of C5H8O.

Its HOMO energy is -8.57 eV. The energy above the lowest of the compared OMol25 structures with the same formula, charge and spin comes out at 3.896 eV.

Geometry as ORCA input:
```
! wB97M-V def2-TZVPD RIJCOSX def2/J DEFGRID3
* xyz 0 1
H -0.13585 -1.27624 0.97137
H -0.41666 -1.92791 -1.42550
H 1.10857 1.28174 -0.14751
H -0.73573 1.44646 3.03178
O -0.47269 1.28953 1.17931
C -0.62879 0.30714 -1.11118
C 0.57665 -0.81866 0.27729
H 1.00584 -0.95692 -1.87572
H -0.62457 0.98559 -1.96723
C 0.00093 0.96993 2.35031
H 1.58652 -1.08053 0.59590
C 0.15388 -1.02580 -1.19420
C 0.24050 0.66139 0.09231
H -1.65861 0.14429 -0.77693
*
```

Löwdin atomic charge list, values in e, 6 entries: atom 1 (H): 0.11, atom 2 (H): 0.10, atom 3 (H): 0.15, atom 4 (H): 0.02, atom 5 (O): -0.12, atom 6 (C): -0.12

---

Look up the HOMO energy of the second one. -8.57 eV